Entry from the OMol25 dataset: a cluster of 2 separate species, C3H4NO2 in total at a distorted geometry (ωB97M-V/def2-TZVPD).

Results
- Gap between HOMO and LUMO: 7.910 eV
- Highest occupied orbital energy: -14.07 eV
- E: -8747.960 eV
- ΔE to the lowest compared entry with this formula, charge and spin: 115.96 kcal/mol
- Total charge: +1

Each line ends with the Mulliken charge.
Atoms and positions in Å:
C 0.69 2.08 1.14  0.096
C 0.19 -0.46 0.98  0.144
C -0.08 -0.89 -2.02  -0.032
N 0.36 0.97 1.06  0.073
O -0.76 -1.07 1.58  -0.207
O -0.78 -0.48 -1.16  -0.363
H 1.34 2.85 1.19  0.424
H -1.38 -0.54 2.12  0.356
H 0.81 -1.52 -1.81  0.224
H -0.40 -0.95 -3.07  0.284